Record 1
{
  "formula": "C16H27F4I2N4O4P",
  "method": "wB97M-V/def2-TZVPD",
  "symbols": ["C", "C", "C", "F", "N", "C", "N", "C", "C", "C", "P", "O", "I", "C", "C", "C", "C", "I", "N", "C", "O", "N", "H", "H", "H", "H", "H", "H", "H", "H", "H", "H", "H", "H", "H", "H", "H", "H", "H", "H", "H", "H", "H", "C", "C", "O", "C", "O", "C", "F", "F", "F", "H", "H", "H", "H", "H", "H"],
  "xyz": [[-2.1332, -0.5800, 1.0391], [-1.3822, 0.6598, 0.4205], [0.1747, 0.6803, 0.7373], [0.3807, 1.8058, 1.5884], [1.0137, 0.9197, -0.4466], [1.7349, -0.0424, -0.9794], [2.4990, 0.3082, -2.1682], [3.9393, 0.2729, -1.6899], [4.8129, 0.5395, -3.0131], [4.3487, -1.1282, -1.0915], [5.9619, -1.0017, -0.0714], [5.8071, 0.4672, 0.7759], [7.9148, -0.8722, -1.5448], [3.1959, -1.8788, -0.3071], [3.2031, -3.3874, -0.8619], [2.0904, -4.2449, -0.1308], [0.8550, -4.4285, -1.1323], [1.2237, -6.0623, -2.5095], [3.6008, -1.9886, 1.1294], [3.1897, -1.0547, 1.8380], [3.0214, -0.0901, 2.4535], [1.8298, -1.3642, -0.5517], [-2.1251, -1.4718, 0.3458], [-1.7970, -0.8637, 2.0723], [-3.2202, -0.2854, 1.1327], [-1.8303, 1.6184, 0.8102], [-1.4961, 0.6188, -0.6986], [0.4502, -0.2028, 1.3627], [0.9895, 1.8549, -0.8671], [2.2696, 1.2809, -2.4181], [4.1272, 1.1333, -0.9907], [4.1360, 0.6307, -3.9158], [5.3712, 1.5119, -2.9348], [5.5114, -0.3050, -3.2393], [4.6390, -1.7760, -1.9748], [6.1836, 0.3592, 1.6730], [4.2138, -3.8217, -0.6117], [3.0498, -3.3189, -1.9785], [2.4800, -5.2659, 0.1493], [1.7429, -3.7302, 0.8153], [-0.1258, -4.4879, -0.5954], [0.8092, -3.4930, -1.7648], [1.1424, -1.6674, 0.1329], [-7.4125, 2.5648, 2.6288], [-7.0235, 3.9394, 2.1028], [-5.6731, 4.0355, 1.6967], [-5.3057, 3.5773, 0.3574], [-6.0562, 4.1139, -0.5609], [-5.2251, 2.0153, 0.2449], [-4.6811, 1.4606, 1.3725], [-4.4026, 1.6343, -0.7703], [-6.3968, 1.3893, 0.0454], [-6.6084, 2.1278, 3.2248], [-8.3145, 2.6358, 3.2437], [-7.6388, 1.8783, 1.8150], [-7.1199, 4.6444, 2.9359], [-7.7191, 4.2851, 1.3328], [-4.2260, 3.8507, 0.3420]],
  "forces_ev_per_angstrom": [[-0.801, 0.252, -0.273], [0.345, -0.515, -0.219], [-2.311, 1.678, 1.466], [0.353, -1.210, -1.048], [-0.295, -1.635, 0.898], [0.854, 0.469, -2.148], [-0.571, -0.678, 3.334], [1.510, 0.168, -1.969], [-0.406, 0.364, -0.122], [-0.424, 1.457, -1.370], [-0.305, -0.572, 1.975], [-0.101, -1.001, -0.980], [-0.385, 0.437, -0.233], [1.819, -2.973, -1.235], [0.084, 0.355, 1.109], [-0.522, -0.286, -1.055], [0.458, 1.464, 0.627], [-0.294, 0.558, 0.532], [-2.110, 1.363, 0.366], [1.795, -0.146, -0.813], [-0.679, -0.326, 0.428], [0.439, 2.768, 0.179], [0.265, 0.840, 0.814], [-0.084, 0.300, -0.974], [1.197, -0.337, -0.095], [0.560, -0.968, -0.487], [-0.100, 0.234, 1.068], [0.295, 0.584, -0.927], [-0.161, -0.555, 0.243], [0.209, -0.560, 0.010], [-0.293, -0.999, -0.294], [0.577, -0.124, 1.099], [-0.332, -1.095, -0.024], [-0.524, 0.907, 0.344], [-0.367, 0.660, 1.021], [-0.163, -0.039, -0.684], [-0.925, 0.596, -0.484], [0.144, -0.329, 1.189], [-0.370, 1.230, -0.156], [0.398, -0.596, -0.929], [0.888, -0.550, -0.609], [-0.075, -1.175, 0.509], [0.179, 0.083, -0.078], [-0.252, -0.231, -0.189], [0.093, 0.240, 0.262], [0.387, -0.789, 0.705], [-1.131, 1.246, -1.116], [0.472, -0.817, -0.070], [-0.559, 0.511, 0.532], [0.197, -0.362, 0.009], [0.022, 0.000, 0.048], [0.328, -0.047, -0.179], [-0.029, 0.115, 0.045], [0.042, 0.047, 0.047], [0.028, -0.018, 0.069], [0.121, 0.073, -0.064], [0.196, -0.143, -0.231], [0.315, 0.081, 0.128]],
  "spin_multiplicity": 1,
  "total_energy_ha": -2481.90548,
  "total_charge": 0,
  "relative_energy_kcal_mol": 37.3
}

***

Record 2
{
  "formula": "C10H27BrNO3S3",
  "method": "wB97M-V/def2-TZVPD",
  "symbols": ["Br", "C", "C", "C", "N", "C", "H", "H", "H", "H", "H", "H", "H", "H", "H", "C", "S", "O", "C", "H", "H", "H", "H", "H", "H", "C", "S", "O", "C", "H", "H", "H", "H", "H", "H", "C", "S", "O", "C", "H", "H", "H", "H", "H", "H"],
  "xyz": [[-0.6007, 0.5855, 1.0919], [-1.9545, 2.0015, 1.2161], [-1.6567, 3.2816, 0.3495], [-2.9391, 4.1044, 0.7737], [-3.9975, 3.0311, 0.6454], [-3.3542, 1.6523, 0.5907], [-2.1852, 2.2937, 2.2569], [-1.7839, 3.0249, -0.7165], [-0.6848, 3.7661, 0.4940], [-2.6943, 4.3564, 1.8181], [-3.1583, 5.0077, 0.1947], [-4.5896, 3.0560, 1.4731], [-4.4844, 3.1875, -0.2345], [-3.2291, 1.4103, -0.4757], [-3.9512, 0.9037, 1.1230], [-0.2682, -2.8270, -2.3680], [-1.0939, -1.2365, -2.5283], [-1.9942, -1.3105, -3.7168], [0.3737, -0.3111, -3.0200], [-1.0114, -3.5743, -2.1006], [0.1958, -3.0980, -3.3169], [0.4820, -2.7710, -1.5837], [0.7956, -0.7441, -3.9272], [1.1064, -0.3346, -2.2128], [0.0815, 0.7202, -3.2112], [-0.1353, -6.2489, 1.6125], [-0.0433, -4.4999, 1.1919], [0.7416, -4.3891, -0.0732], [1.0551, -4.0391, 2.5452], [-0.7484, -6.7473, 0.8638], [0.8648, -6.6826, 1.6120], [-0.5969, -6.3624, 2.5936], [1.9788, -4.6150, 2.4850], [0.5558, -4.2231, 3.4967], [1.2817, -2.9779, 2.4542], [3.6434, 1.1829, 0.2972], [2.8020, 2.7677, 0.1317], [1.9016, 2.6727, -1.0571], [4.2580, 3.7031, -0.3685], [2.9043, 0.4306, 0.5687], [4.1095, 0.9106, -0.6501], [4.3960, 1.2518, 1.0828], [4.6831, 3.2697, -1.2739], [4.9915, 3.6909, 0.4379], [3.9527, 4.7293, -0.5652]],
  "forces_ev_per_angstrom": [[-0.945, 0.777, 0.137], [-0.556, 0.263, -1.306], [-1.095, -0.221, 0.248], [2.752, -0.434, 0.010], [-0.017, 0.092, 0.402], [1.587, -0.060, 0.031], [0.816, -0.400, -0.220], [0.530, -0.022, 0.353], [-0.411, -0.065, 0.169], [-1.054, 0.055, -0.280], [-0.184, -0.474, 0.077], [-0.599, 0.215, -0.452], [-0.617, 0.051, 0.363], [-0.140, -0.243, 0.516], [0.085, 0.359, -0.171], [-0.033, 0.185, -0.180], [0.104, -0.192, -0.263], [0.108, 0.120, 0.223], [0.013, 0.029, -0.020], [-0.013, 0.064, 0.042], [-0.075, 0.095, -0.051], [-0.058, -0.032, 0.041], [-0.080, -0.058, 0.007], [-0.038, 0.029, 0.019], [-0.022, -0.023, 0.043], [0.032, -0.059, 0.004], [0.094, -0.104, -0.016], [0.006, -0.100, 0.428], [0.070, -0.020, 0.030], [-0.003, 0.089, -0.022], [0.017, 0.080, -0.034], [-0.018, 0.046, -0.017], [-0.035, -0.021, -0.067], [-0.031, 0.004, -0.030], [-0.055, -0.018, -0.057], [0.017, -0.049, -0.055], [0.089, -0.022, -0.062], [0.030, -0.016, 0.166], [0.026, 0.008, -0.059], [-0.038, 0.072, 0.005], [-0.039, 0.066, -0.022], [-0.032, 0.035, 0.009], [-0.071, -0.046, 0.007], [-0.048, -0.012, 0.024], [-0.068, -0.041, 0.030]],
  "spin_multiplicity": 1,
  "total_energy_ha": -4445.91105,
  "total_charge": 1
}

***

Record 3
{
  "formula": "C11H33O6V",
  "method": "wB97M-V/def2-TZVPD",
  "symbols": ["V", "C", "O", "H", "H", "H", "C", "C", "O", "H", "H", "H", "H", "H", "H", "C", "C", "O", "H", "H", "H", "H", "H", "H", "C", "C", "O", "H", "H", "H", "H", "H", "H", "C", "C", "O", "H", "H", "H", "H", "H", "H", "C", "C", "O", "H", "H", "H", "H", "H", "H"],
  "xyz": [[1.7043, 0.5201, -2.8139], [1.3908, 0.5347, 0.3069], [0.8762, 0.7431, -1.0089], [1.8125, -0.4633, 0.4502], [2.1510, 1.2735, 0.5828], [0.5160, 0.6749, 0.9479], [1.2960, -3.0094, -3.7647], [0.1847, -2.0285, -4.0355], [0.0995, -1.0195, -2.9984], [1.1817, -3.9115, -4.3675], [1.2277, -3.4141, -2.7516], [2.2775, -2.5530, -3.9143], [-0.7733, -2.5406, -4.1454], [0.3004, -1.5278, -5.0007], [-0.4819, -1.3809, -2.2702], [-3.5505, -0.9561, -2.1495], [-2.7785, -0.3585, -0.9786], [-1.5074, -1.0629, -0.8346], [-3.4216, -2.0415, -2.1581], [-3.2774, -0.5735, -3.1331], [-4.6174, -0.7769, -2.0070], [-3.3755, -0.5264, -0.0859], [-2.5436, 0.6789, -1.2128], [-0.8701, -0.3435, -0.6836], [1.5615, 5.0977, 0.8888], [0.8666, 4.8136, -0.4298], [-0.0950, 3.7573, -0.3530], [0.8109, 5.1617, 1.6790], [2.1045, 6.0392, 0.8191], [2.2484, 4.2982, 1.1742], [1.6620, 4.5870, -1.1596], [0.3155, 5.6697, -0.8137], [0.4135, 2.9544, -0.1907], [1.6157, -3.5742, 0.9461], [0.5315, -3.0272, 1.8515], [1.0518, -2.9940, 3.1720], [2.4422, -2.8611, 0.9671], [1.2595, -3.6680, -0.0828], [1.9039, -4.5659, 1.2842], [-0.3137, -3.7267, 1.7720], [0.1640, -2.0558, 1.5009], [0.3877, -2.5920, 3.7411], [-1.5071, 0.7090, 3.0056], [-0.5136, 1.6741, 3.5927], [0.3751, 0.9170, 4.4240], [-2.2125, 1.2028, 2.3350], [-2.0940, 0.2666, 3.8124], [-1.0140, -0.1040, 2.4703], [-1.0106, 2.4623, 4.1632], [0.1061, 2.1357, 2.8135], [1.1189, 1.4851, 4.6437]],
  "forces_ev_per_angstrom": [[-2.571, -0.852, 2.764], [-0.422, 0.468, -0.133], [1.635, -0.282, -2.217], [-0.133, -0.040, -0.069], [-0.031, -0.017, -0.040], [0.335, -0.182, 0.410], [-0.194, -0.411, 0.362], [-0.317, -0.210, -0.490], [0.726, 0.003, -0.712], [0.246, 0.279, -0.432], [0.056, 0.354, 0.133], [0.099, -0.216, -0.040], [-0.058, 0.075, 0.422], [0.232, 0.196, 0.146], [0.131, 0.868, 0.189], [-0.228, -0.281, 0.153], [0.132, -0.875, -1.150], [0.108, 0.647, -0.166], [0.001, 0.024, 0.053], [0.189, 0.107, 0.099], [0.018, 0.075, -0.099], [0.247, 0.426, 0.259], [-0.298, 0.188, 0.544], [0.177, -0.316, 0.171], [-0.585, -0.008, 0.164], [0.238, -0.138, -0.177], [0.587, -0.012, -0.048], [0.066, 0.201, 0.020], [0.096, -0.027, 0.126], [0.087, 0.014, -0.135], [-0.298, -0.067, -0.172], [0.057, 0.115, 0.175], [-0.278, -0.159, -0.027], [-0.161, 0.579, -0.034], [-0.332, -0.850, -0.269], [-0.211, 0.261, -0.299], [0.319, -0.366, -0.042], [-0.082, 0.062, 0.020], [0.296, 0.078, 0.074], [-0.099, 0.188, 0.255], [0.160, 0.103, 0.143], [0.093, 0.012, 0.118], [-0.424, -0.081, 0.133], [0.726, -0.214, -0.121], [-0.180, 0.098, -0.019], [0.094, 0.081, -0.037], [0.025, -0.065, -0.025], [0.067, 0.040, -0.008], [-0.028, -0.002, -0.010], [-0.318, 0.201, -0.120], [0.007, -0.075, 0.158]],
  "spin_multiplicity": 4,
  "total_energy_ha": -1833.97562,
  "total_charge": 1,
  "relative_energy_kcal_mol": 1.6
}

***

Record 4
{
  "formula": "C16H23OS2Si",
  "method": "wB97M-V/def2-TZVPD",
  "symbols": ["C", "Si", "C", "C", "O", "C", "C", "C", "C", "C", "C", "C", "C", "C", "H", "H", "H", "H", "H", "H", "H", "H", "H", "H", "H", "H", "H", "H", "H", "H", "C", "C", "S", "C", "S", "C", "H", "H", "H", "H", "H", "H", "H"],
  "xyz": [[2.8212, 0.2767, 3.0690], [1.9308, -0.1723, 1.5196], [1.4982, 1.3072, 0.4716], [2.8271, -1.3979, 0.4253], [0.4631, -0.7956, 2.0571], [-0.7584, -1.1942, 1.6703], [-1.1535, -1.9717, 0.5842], [-2.5229, -2.5207, 0.8575], [-3.0009, -1.6543, 2.0145], [-4.2844, -1.3895, 2.4843], [-4.4734, -0.4086, 3.4751], [-3.3581, 0.2184, 4.0590], [-2.0653, -0.0841, 3.6250], [-1.9180, -0.9475, 2.5320], [3.7921, 0.7143, 2.8057], [2.2622, 1.0179, 3.6653], [3.0150, -0.5958, 3.7093], [2.3718, 1.5189, -0.1665], [0.6113, 1.1369, -0.1578], [1.2987, 2.1722, 1.1211], [3.8346, -0.9826, 0.2314], [2.9239, -2.3720, 0.9323], [2.3061, -1.5518, -0.5339], [-0.5547, -2.1836, -0.2947], [-3.2181, -2.5074, 0.0146], [-2.4855, -3.5741, 1.2119], [-5.1381, -1.9125, 2.0662], [-5.4874, -0.1277, 3.8024], [-3.5103, 0.9981, 4.8104], [-1.1850, 0.3915, 4.0597], [0.9747, 2.0304, -5.3109], [1.6739, 0.6955, -5.1409], [0.6131, -0.5549, -4.3167], [0.5017, 0.1801, -2.7945], [-0.1842, 1.7135, -2.7232], [0.7364, 2.6943, -3.9695], [1.6192, 2.6885, -5.9034], [0.0406, 1.9173, -5.8758], [1.9474, 0.2472, -6.1023], [2.5624, 0.7781, -4.5059], [0.8450, -0.3560, -1.9063], [1.6895, 2.9567, -3.4929], [0.1381, 3.6009, -4.0794]],
  "forces_ev_per_angstrom": [[0.292, 0.099, 0.250], [-1.293, -0.510, -0.031], [0.239, 0.250, 0.000], [0.196, 0.036, 0.277], [0.202, 0.398, -0.108], [-0.203, -1.534, -1.394], [0.967, 1.124, 1.551], [-0.731, 0.216, 0.172], [-0.300, 0.287, -0.113], [0.024, 0.117, 0.283], [0.286, -0.158, 0.004], [-0.144, -0.033, -0.187], [-0.009, 0.057, -0.454], [-0.108, 0.163, 0.625], [-0.072, -0.006, 0.143], [0.158, -0.284, -0.293], [-0.087, 0.195, -0.213], [-0.307, 0.216, 0.054], [0.270, 0.020, 0.319], [0.040, -0.131, -0.336], [-0.350, -0.357, -0.056], [0.061, 0.315, -0.290], [0.200, -0.009, 0.263], [0.110, -0.371, 0.305], [0.058, 0.076, -0.011], [0.168, 0.440, -0.256], [0.017, 0.067, 0.015], [0.617, -0.254, -0.220], [0.072, -0.409, -0.134], [-0.290, -0.023, -0.107], [-0.073, -0.037, -0.161], [-0.277, 0.497, -0.459], [1.466, -1.338, 0.156], [-0.429, 0.865, -1.177], [1.015, 0.434, 1.791], [-0.257, 0.104, -0.894], [-0.009, 0.006, 0.087], [0.216, -0.018, 0.168], [-0.082, -0.010, 0.273], [-0.097, -0.114, -0.303], [-1.233, -0.200, 0.187], [-0.360, -0.111, 0.160], [0.037, -0.073, 0.110]],
  "spin_multiplicity": 1,
  "total_energy_ha": -1784.30929,
  "total_charge": 1,
  "relative_energy_kcal_mol": 23.0
}